#one
# C3H4N2O

C3H4N2O in the gas phase (the ωB97M-V functional and the def2-TZVPD basis, the Open Molecules 2025 dataset).

The SMILES is Cc1nnco1. The calculation puts the frontier orbital gap at 10.8 eV. As for the charge: 0. The LUMO energy is 0.77 eV. The calculation puts the highest occupied orbital energy at -0.36770 hartree.

Geometry (Å):
1 N 1.867 0.885 0.086
2 H 2.929 -0.969 -0.172
3 N 0.526 1.241 0.037
4 H -1.879 1.128 -0.508
5 H -2.302 -0.243 1.024
6 C 1.867 -0.443 0.086
7 C -0.184 0.222 0.100
8 H -1.874 -0.844 -0.816
9 C -1.685 0.017 0.096
10 O 0.734 -0.994 0.066

#two
# C3H4N2O

A molecular structure, C3H4N2O (the ωB97M-V functional and the def2-TZVPD basis, the Open Molecules 2025 dataset).

The calculation puts the frontier orbital gap at 10.0 eV. As for the charge: 0. The LUMO energy is 0.37 eV. The calculation puts the highest occupied orbital energy at -0.35339 hartree.

Geometry (Å):
1 N 0.660 -0.906 0.394
2 H -2.121 -0.911 0.871
3 C -0.587 -0.354 -0.106
4 H 0.218 -1.057 -0.795
5 N 0.923 1.304 -0.111
6 H -1.070 1.732 -0.725
7 O -1.761 -1.037 -0.018
8 C 1.480 0.158 0.304
9 C -0.355 1.004 -0.362
10 H 2.538 0.067 0.515

Which structure is most stable? #two, by 0.219 eV over the runner-up.

#one
# C3H4N2O

C3H4N2O in the gas phase (the ωB97M-V functional and the def2-TZVPD basis, the Open Molecules 2025 dataset).

The SMILES is [H]/N=C/N1CC1=O. The calculation puts the frontier orbital gap at 10.6 eV. As for the charge: 0. The LUMO energy is 0.80 eV. The calculation puts the highest occupied orbital energy at -0.36089 hartree.

Geometry (Å):
1 C 0.038 -1.252 0.649
2 C -0.658 0.945 -0.340
3 H 1.777 -0.521 -0.466
4 N -1.655 0.565 -1.016
5 H -0.174 1.927 -0.386
6 O -0.581 -2.270 0.699
7 C 1.308 -0.507 0.519
8 H -1.969 1.317 -1.627
9 N -0.058 0.106 0.609
10 H 1.973 -0.311 1.357

#two
# C3H4N2O

C3H4N2O in the gas phase (the ωB97M-V functional and the def2-TZVPD basis, the Open Molecules 2025 dataset).

The SMILES is O=C1CN=CN1. The calculation puts the frontier orbital gap at 10.3 eV. As for the charge: 0. The LUMO energy is 0.84 eV. The calculation puts the highest occupied orbital energy at -0.34669 hartree.

Geometry (Å):
1 H 0.757 -1.365 1.214
2 N -0.856 0.789 -0.293
3 N 1.517 0.317 0.202
4 C -0.789 -0.524 -0.035
5 O -1.673 -1.360 -0.001
6 C 0.672 -0.889 0.236
7 C 0.778 1.270 -0.069
8 H 0.389 2.220 -0.267
9 H -1.817 1.140 -0.468
10 H 1.021 -1.596 -0.519

#three
# C3H4N2O

C3H4N2O in the gas phase (the ωB97M-V functional and the def2-TZVPD basis, the Open Molecules 2025 dataset).

The calculation puts the frontier orbital gap at 7.8 eV. As for the charge: 0. The LUMO energy is 0.21 eV. The calculation puts the highest occupied orbital energy at -0.27877 hartree.

Geometry (Å):
1 C 0.097 -0.825 0.785
2 C -0.371 -0.563 -0.848
3 H 0.106 1.394 -1.478
4 H -1.214 1.372 -0.484
5 C 0.810 0.391 0.887
6 O 1.695 1.064 1.209
7 H 0.662 -1.708 1.078
8 N -0.306 0.942 -0.664
9 N -0.606 -1.288 -1.764
10 H -0.874 -0.779 1.277

#four
# C3H4N2O

C3H4N2O in the gas phase (the ωB97M-V functional and the def2-TZVPD basis, the Open Molecules 2025 dataset).

The SMILES is Nc1ccno1. The calculation puts the frontier orbital gap at 10.3 eV. As for the charge: 0. The LUMO energy is 0.89 eV. The calculation puts the highest occupied orbital energy at -0.34466 hartree.

Geometry (Å):
1 N 1.566 -1.155 0.058
2 N -0.620 1.574 0.723
3 C 0.051 0.475 0.197
4 H -1.261 1.319 1.464
5 H 0.528 -2.382 -1.249
6 C 0.551 -1.438 -0.718
7 C -0.425 -0.415 -0.706
8 O 1.257 0.058 0.650
9 H -0.087 2.396 0.959
10 H -1.322 -0.287 -1.288

Which structure is most stable? #four, by 0.414 eV over the runner-up.